a | 72
Properties=species:S:1:pos:R:3:mulliken_charge:R:1 method="wB97M-V/def2-TZVPD" homo_energy_ha=-0.3608 e_lumo_ha=0.00733 smiles=CCO.CCO.CCO.CCO.CCO.CCO.CCO.CCO homo_lumo_gap_ev=10.018
C -2.4892 4.9223 -1.9348 -1.27
C -2.3294 3.3635 -1.5640 0.64
O -2.0386 3.3369 -0.1594 -0.58
H -1.8385 5.5552 -1.3314 0.35
H -3.4624 5.3695 -1.7322 0.32
H -2.3123 5.1051 -2.9947 0.34
H -1.4499 3.0116 -2.1032 -0.34
H -3.1686 2.7588 -1.9077 0.24
H -1.6347 2.4897 0.0422 0.29
C 1.3718 2.4719 -4.5576 -1.07
C 2.0015 1.6562 -3.4066 -0.35
O 0.9244 0.7162 -3.0643 -0.46
H 2.0887 3.0993 -5.0874 0.39
H 0.5849 3.1881 -4.3210 0.23
H 1.0165 1.8122 -5.3493 0.27
H 2.3675 2.2244 -2.5514 0.29
H 2.9932 1.2832 -3.6629 0.35
H 1.3019 -0.1613 -2.9689 0.23
C -1.8413 -1.2774 -4.2235 -0.64
C -3.0223 -0.7767 -3.4135 0.38
O -2.8607 0.5579 -3.0152 -0.48
H -1.7329 -0.8753 -5.2308 0.33
H -1.6367 -2.3409 -4.1003 0.36
H -0.9320 -0.7973 -3.8619 -0.14
H -3.1830 -1.3557 -2.5040 -0.42
H -3.9562 -0.8615 -3.9691 0.38
H -2.1595 0.6599 -2.3676 0.28
C 1.8615 -2.3426 4.1102 -0.57
C 1.1717 -1.9026 5.3426 -0.44
O 0.7803 -2.9966 6.1781 -0.54
H 1.1062 -2.9843 3.6565 0.32
H 2.6731 -3.0601 4.2304 0.40
H 2.1426 -1.6565 3.3113 -0.05
H 0.3561 -1.2402 5.0525 0.31
H 1.8603 -1.2392 5.8658 0.27
H 1.5819 -3.3220 6.5944 0.33
C 3.9690 -1.2904 -0.1751 -0.94
C 4.3400 -1.6815 1.2276 0.19
O 5.7793 -1.9182 1.1817 -0.58
H 4.4020 -1.9018 -0.9668 0.42
H 4.3646 -0.2894 -0.3476 0.44
H 2.8903 -1.4040 -0.2831 -0.07
H 3.7742 -2.5301 1.6120 0.26
H 4.2904 -0.8426 1.9218 0.00
H 6.1651 -1.3416 0.5181 0.30
C -5.0180 -1.9140 -0.4549 -0.84
C -4.2024 -3.1826 -0.7149 0.15
O -4.5490 -4.2198 0.1106 -0.54
H -6.0634 -2.2157 -0.5199 0.34
H -4.8255 -1.1124 -1.1680 0.33
H -4.7639 -1.4955 0.5189 0.20
H -3.1790 -2.8472 -0.5467 -0.19
H -4.2764 -3.4967 -1.7560 0.28
H -5.3628 -4.6027 -0.2250 0.34
C -0.9723 -1.2919 1.0064 -0.93
C -0.0480 -0.4257 0.1614 0.21
O -0.7599 0.4544 -0.7178 -0.15
H -1.8515 -0.7282 1.3182 0.32
H -0.4279 -1.6654 1.8737 0.14
H -1.4822 -2.0851 0.4595 0.13
H 0.6217 -1.0336 -0.4470 -0.04
H 0.6782 0.1170 0.7664 0.20
H -0.1542 0.6625 -1.4330 0.12
C 2.3375 1.5753 3.0754 -0.30
C 2.0050 2.3654 4.3644 -0.47
O 3.0625 3.2359 4.5779 -0.56
H 3.3645 1.2099 3.0819 0.21
H 2.1678 2.1182 2.1456 0.36
H 1.6760 0.7096 3.1072 -0.12
H 1.9423 1.6722 5.2032 0.20
H 1.0581 2.9046 4.3368 0.32
H 2.9125 4.0993 4.1859 0.32

b | 72
Properties=species:S:1:pos:R:3:mulliken_charge:R:1 method="wB97M-V/def2-TZVPD" homo_energy_ha=-0.3477 e_lumo_ha=0.01663 smiles=CCO.CCO.CCO.CCO.CCO.CCO.CCO.CCO homo_lumo_gap_ev=9.913
C -5.2567 1.8061 0.5200 -0.64
C -6.5490 1.7782 1.3038 -0.32
O -6.4041 2.4663 2.5585 -0.51
H -5.2864 1.3822 -0.4832 0.33
H -4.3859 1.4021 1.0465 0.00
H -4.9909 2.8617 0.3810 0.33
H -6.9357 0.7729 1.4903 0.25
H -7.2946 2.3308 0.7328 0.29
H -5.7320 1.9711 3.0366 0.30
C -1.5265 -2.4416 5.0079 -1.27
C -1.3501 -1.4397 3.8904 0.28
O -1.9366 -0.1825 4.1966 -0.51
H -2.5803 -2.6409 5.2044 0.32
H -1.1432 -1.9927 5.9337 0.36
H -0.9544 -3.3530 4.8498 0.34
H -1.7120 -1.7860 2.9210 0.12
H -0.2766 -1.3055 3.6756 0.10
H -1.7199 0.0410 5.1060 0.28
C -4.0674 -3.3996 -0.0808 -1.20
C -3.7477 -1.9433 -0.3154 -0.02
O -2.3764 -1.7703 -0.6295 -0.62
H -3.6460 -3.7416 0.8650 0.26
H -3.6841 -4.0432 -0.8731 0.29
H -5.1495 -3.5392 -0.0247 0.37
H -3.9468 -1.3862 0.6098 0.18
H -4.3878 -1.4742 -1.0694 0.24
H -2.0004 -1.0488 -0.0964 0.38
C -1.9470 -3.1741 -3.9094 -0.82
C -1.4502 -1.7293 -4.0112 -0.26
O -0.8298 -1.2848 -2.8001 -0.50
H -1.2264 -3.8759 -4.3354 0.30
H -2.8987 -3.3388 -4.4151 0.32
H -2.0581 -3.4854 -2.8684 0.09
H -2.2565 -1.0277 -4.2491 0.25
H -0.7335 -1.6666 -4.8304 0.33
H -1.4098 -1.5683 -2.0662 0.44
C 0.9690 0.8185 1.1346 -0.90
C -0.2010 0.6248 0.2001 0.08
O -1.3842 0.2359 0.9191 -0.64
H 0.8197 1.6593 1.8185 0.37
H 1.8513 1.1321 0.5646 0.08
H 1.2199 -0.0852 1.6840 0.28
H 0.0516 -0.1217 -0.5510 -0.05
H -0.4008 1.5576 -0.3349 0.30
H -1.6386 0.9610 1.4972 0.26
C 3.9353 -1.3089 -3.9253 -1.21
C 2.6066 -1.6676 -3.3016 -0.02
O 1.8238 -0.5026 -3.1364 -0.46
H 4.5184 -0.5928 -3.3538 0.27
H 3.7259 -0.8681 -4.9069 0.30
H 4.4931 -2.2222 -4.1391 0.37
H 2.7583 -2.1589 -2.3283 0.26
H 2.0964 -2.4028 -3.9365 0.23
H 0.9026 -0.7886 -3.0209 0.37
C 5.4334 1.2942 3.1991 -1.30
C 5.2558 1.3900 1.6875 0.57
O 5.7862 0.1980 1.1071 -0.55
H 5.1531 0.2901 3.5199 0.32
H 4.8681 2.0644 3.7168 0.36
H 6.4954 1.3878 3.4399 0.33
H 5.7734 2.2786 1.3220 0.25
H 4.1771 1.3929 1.4891 -0.24
H 5.7948 0.3030 0.1514 0.29
C 3.2199 3.6230 -1.2822 -0.60
C 4.3931 4.5314 -1.0377 -0.30
O 5.5811 3.8584 -1.4398 -0.54
H 3.2215 3.2158 -2.2918 0.30
H 2.2855 4.1736 -1.1441 0.36
H 3.1941 2.8055 -0.5605 -0.12
H 4.4790 4.7784 0.0276 0.25
H 4.2914 5.4793 -1.5754 0.39
H 6.3009 4.4927 -1.4838 0.29

c | 72
Properties=species:S:1:pos:R:3:mulliken_charge:R:1 method="wB97M-V/def2-TZVPD" homo_energy_ha=-0.3378 e_lumo_ha=0.01014 smiles=CC(C)O.CC(C)O.CC(C)O.CC(C)O.CO.CO.CO.CO homo_lumo_gap_ev=9.469
C -25.3049 -0.2423 -24.4697 -1.38
C -26.3076 0.8438 -24.9629 0.59
C -27.5469 0.8952 -24.0821 -0.40
O -25.8240 1.9775 -25.0993 -0.56
H -25.0066 -0.1649 -23.4462 0.25
H -24.3530 -0.2017 -25.0817 0.31
H -25.8381 -1.2119 -24.6110 0.37
H -26.6007 0.5683 -25.9621 0.46
H -27.2870 1.2620 -23.1075 -0.38
H -27.9698 -0.1160 -23.8010 0.30
H -28.2994 1.5662 -24.5476 0.29
H -25.9290 2.4992 -24.3137 0.03
C -25.0691 5.0060 -21.1036 -0.89
C -25.0096 4.1002 -22.2818 0.41
C -24.5948 2.6270 -21.9552 -1.06
O -26.0790 4.0848 -23.0237 -0.77
H -25.3588 6.0530 -21.3163 0.22
H -24.0598 5.0540 -20.7457 0.55
H -25.7334 4.5839 -20.3956 -0.20
H -24.2206 4.5021 -22.9495 0.56
H -25.2917 2.2322 -21.2261 -0.08
H -23.5879 2.5317 -21.6358 0.51
H -24.6485 2.0554 -22.8399 0.33
H -26.1142 4.9599 -23.4575 0.29
C -27.9862 5.7383 -19.1019 -0.61
C -29.3199 5.7715 -18.3774 0.09
C -30.5275 5.7858 -19.2852 -0.97
O -29.6092 4.8322 -17.5947 -0.62
H -27.1570 5.4977 -18.4304 0.24
H -27.8310 6.7075 -19.5624 0.66
H -27.9597 4.9731 -19.9082 -0.32
H -29.4144 6.6858 -17.8069 0.42
H -31.4277 6.0696 -18.6961 0.33
H -30.5388 4.7828 -19.7652 0.04
H -30.6019 6.5830 -20.0841 0.30
H -29.1361 4.0683 -17.9730 0.09
C -26.3869 2.4475 -18.2581 -1.44
C -27.8503 2.0834 -18.1177 1.28
C -28.3458 2.2032 -16.6868 -1.89
O -28.6458 2.7043 -18.7718 1.72
H -25.8004 1.7991 -17.6282 0.55
H -26.1312 3.4027 -17.8457 0.35
H -25.9685 2.3427 -19.2544 -0.10
H -27.8662 1.1225 -18.4851 0.32
H -29.3363 1.8370 -16.7851 0.50
H -28.4438 3.2044 -16.2635 0.45
H -27.8380 1.5828 -15.9702 0.40
H -28.3758 2.7698 -19.6886 -0.68
C -30.4348 0.0674 -19.6184 -0.39
O -30.8352 1.3329 -19.2832 -0.71
H -30.1492 -0.3238 -18.6731 0.33
H -29.5708 0.1014 -20.2065 -0.19
H -31.1877 -0.5323 -20.1336 0.35
H -30.0910 1.8427 -18.8278 0.15
C -27.7357 6.7182 -22.9092 -0.35
O -26.5696 6.7453 -23.7072 -0.57
H -28.1128 7.7757 -22.7413 0.38
H -27.4533 6.2203 -21.9948 -0.04
H -28.5060 6.1118 -23.3290 0.28
H -26.1115 7.5665 -23.4784 0.32
C -29.2384 3.3946 -21.9927 -0.74
O -27.9812 3.0294 -21.4617 -0.38
H -29.3907 3.0122 -22.9973 0.34
H -29.2881 4.5102 -22.0270 0.04
H -30.1567 3.0863 -21.4095 0.30
H -27.2713 3.3276 -22.0127 0.01
C -26.7617 -0.1554 -20.7822 0.04
O -27.3434 -1.4207 -20.4706 -0.59
H -26.0745 0.1953 -20.0576 0.41
H -27.5178 0.5932 -20.8835 -0.25
H -26.1972 -0.0899 -21.7516 0.06
H -28.1036 -1.6050 -20.9904 0.34

Least stable structure among those shown: c.